The following is a DFT calculation (wB97M-V/def2-TZVPD) of a 4-piece molecular cluster, C28H38F3IO2Si overall.

calculated total energy	-2126.96181	a.u.
SMILES string	COCCC[Si@@H](CCCO)C[C@@H](C)I.Fc1ccccc1.Fc1ccccc1.Fc1ccccc1
maximum force	1.1	eV/A
total charge	0

```
73
Properties=species:S:1:pos:R:3:forces:R:3:mulliken_charge:R:1
C -1.90030 1.68273 0.14003 0.4189 0.1276 0.3093 -0.658
O -0.91898 1.60611 1.16525 -0.2517 -0.0767 0.0312 -0.453
C -0.29699 0.34550 1.28347 -0.0319 -0.1655 -0.0140 -1.044
C 0.73819 0.08792 0.20811 0.1001 0.7777 0.2549 1.219
C 1.89196 1.12314 0.20371 0.2290 -1.0308 0.2001 -0.900
Si 3.42987 0.46754 1.10263 -0.3568 0.4748 -0.0262 0.120
C 2.89447 -0.54981 2.59474 1.0249 0.0074 -0.0298 0.109
C 4.07220 -0.91006 3.53422 -0.9276 -0.0675 -0.1751 -0.407
C 3.54030 -1.26251 4.91094 -0.3050 0.2391 -0.1042 -0.912
O 2.86114 -2.51057 4.89013 -0.3231 -0.0632 0.1204 -0.440
C 4.65012 -0.45884 -0.00944 -0.1991 -0.4353 0.0273 -1.117
C 4.18984 -1.83254 -0.45804 0.1716 0.1221 -0.7393 -0.050
C 3.03168 -1.80007 -1.46587 0.1471 -0.1895 0.5399 -0.873
I 5.88028 -2.81767 -1.45827 -0.0222 -0.1055 0.2676 -0.011
H -1.52436 2.29591 -0.67530 -0.0764 0.1586 -0.1457 0.285
H -2.78857 2.12120 0.58223 -0.2268 0.1882 -0.0703 0.261
H -2.15530 0.71020 -0.26923 -0.0243 -0.2698 0.0035 0.337
H -1.03541 -0.45881 1.23943 -0.2582 -0.0500 -0.0019 0.417
H 0.12586 0.30720 2.28248 0.2267 0.1113 0.1528 0.372
H 0.22098 0.15505 -0.74240 -0.0744 -0.3185 -0.2695 0.046
H 1.10443 -0.92057 0.35885 -0.0327 -0.1599 -0.2090 -0.674
H 1.58378 2.04449 0.68153 -0.1737 0.2745 0.0529 0.571
H 2.12477 1.34533 -0.83132 0.2397 0.2916 -0.1889 0.372
H 4.16024 1.64993 1.63394 0.1232 -0.0578 0.0107 -0.303
H 2.22148 0.08204 3.16700 -0.4311 0.0862 -0.0107 0.478
H 2.39826 -1.47128 2.30326 -0.3485 -0.0159 -0.0263 -0.486
H 4.75835 -0.07112 3.60157 0.3459 -0.0003 0.0347 0.428
H 4.54665 -1.80937 3.15184 0.5228 0.0507 -0.1002 0.247
H 4.33228 -1.29589 5.65180 0.1566 -0.3132 0.1048 0.366
H 2.83621 -0.49328 5.23314 0.0533 0.2559 0.1228 0.347
H 1.94053 -2.35459 4.62319 0.5434 -0.1141 0.0561 0.285
H 5.59838 -0.57659 0.50472 0.1416 0.1785 0.3269 0.608
H 4.86512 0.12281 -0.90146 0.0132 0.3047 -0.1193 0.569
H 3.96564 -2.47480 0.38081 0.1153 -0.1903 0.1720 0.045
H 2.14674 -2.23029 -1.01095 -0.2823 0.0578 0.0424 0.061
H 3.23753 -2.37725 -2.35380 0.0407 -0.0208 -0.2525 0.585
H 2.83492 -0.77132 -1.73440 -0.1853 0.1921 -0.2391 0.234
F -1.11449 0.58187 -2.71414 0.0764 -0.0535 -0.0773 -0.133
C -2.15414 0.55577 -3.57680 -0.1710 0.0160 -0.1004 0.325
C -3.09495 1.56202 -3.50839 -0.0078 0.1384 0.1333 -0.285
C -4.16607 1.54241 -4.38906 0.1207 -0.1683 -0.1930 -0.127
C -4.27873 0.51653 -5.31886 0.0000 -0.0220 -0.0083 -0.751
C -3.32112 -0.48818 -5.36777 -0.0676 0.1085 0.0463 -0.303
C -2.24480 -0.47176 -4.49221 0.1381 -0.1482 -0.0090 -0.690
H -2.98482 2.34904 -2.77420 0.0412 0.0180 -0.0155 0.378
H -4.90547 2.32626 -4.34999 0.0796 -0.0785 -0.0425 0.377
H -5.11540 0.50001 -6.00443 0.0035 -0.0011 -0.0051 0.393
H -3.41159 -1.28951 -6.08871 0.0200 -0.0064 -0.0063 0.365
H -1.48436 -1.24102 -4.51637 0.0007 0.0120 0.0261 0.425
F -6.27079 3.28629 -3.15224 -0.1994 0.1641 0.1523 -0.312
C -5.97812 4.38412 -2.41896 0.0345 0.1526 0.1278 0.242
C -6.63138 5.56719 -2.69527 -0.1275 0.0117 -0.1566 -0.523
C -6.32687 6.68908 -1.93868 0.0886 -0.0571 0.0706 -0.373
C -5.37701 6.61479 -0.92887 -0.0019 0.0519 0.0194 -0.549
C -4.73193 5.41362 -0.67020 -0.0595 0.0631 -0.0437 -0.375
C -5.03495 4.28456 -1.41663 0.0881 -0.1666 0.0235 -0.140
H -7.36351 5.60445 -3.49085 0.0011 -0.0288 0.0084 0.424
H -6.83310 7.62356 -2.13873 -0.0078 0.0021 -0.0214 0.360
H -5.14104 7.49303 -0.34331 0.0034 -0.0015 0.0015 0.381
H -3.99050 5.35323 0.11511 0.0026 -0.0213 0.0079 0.366
H -4.55200 3.33577 -1.22368 -0.0221 -0.0186 -0.0116 0.494
F 0.78442 -3.03902 1.03591 -0.0611 -0.0683 0.0055 -0.320
C 1.42999 -3.97786 1.76592 0.1339 -0.2179 0.1411 0.496
C 0.98397 -4.25974 3.04033 -0.1596 0.0521 0.0354 -0.592
C 1.65515 -5.21854 3.78423 0.0863 -0.0836 -0.1063 -0.256
C 2.75885 -5.87115 3.25166 -0.0205 -0.0142 0.0397 -0.620
C 3.19250 -5.56798 1.96859 -0.0727 -0.0005 0.1390 -0.580
C 2.51997 -4.61868 1.21393 0.0715 0.1269 -0.2505 -0.383
H 0.12715 -3.73334 3.44017 -0.0626 -0.0052 -0.0363 0.533
H 1.31681 -5.45384 4.78392 0.0088 0.0315 0.0169 0.392
H 3.28226 -6.61370 3.83862 0.0013 0.0118 0.0017 0.385
H 4.05657 -6.06852 1.55310 -0.0045 0.0022 -0.0306 0.428
H 2.83719 -4.37063 0.20832 -0.0373 -0.0554 0.0095 0.517
```
Forces are in eV/Å.